Entry 1:
Molecular formula: C45H112N7O15Zn
Method: DFT, ωB97M-V/def2-TZVPD

Results
spin multiplicity: 1
molecular weight: 1056.8 g/mol
calculated total energy: -138026.6915 eV
frontier orbital gap: 0.226 Ha
charge: +1
F_max: 0.0573 Eh/bohr
LUMO: -3.71 eV
ΔE to the lowest compared entry with this formula, charge and spin: 0.00 kcal per mole

Geometry (Å):
1 Zn 2.643 -2.056 2.227
2 C -0.409 0.423 1.285
3 C 0.012 -1.004 1.213
4 C 0.461 -1.390 -0.131
5 O 0.967 -1.243 2.223
6 H 0.460 1.061 1.086
7 H -0.791 0.700 2.267
8 H -1.147 0.665 0.520
9 H -0.848 -1.630 1.511
10 H -0.338 -1.321 -0.878
11 H 0.825 -2.427 -0.223
12 H 1.307 -0.787 -0.483
13 C -1.066 8.383 1.949
14 O 0.297 8.219 2.303
15 C 1.190 8.350 1.235
16 C 1.174 7.175 0.248
17 N 0.114 7.316 -0.674
18 C -0.363 6.054 -1.296
19 C -1.166 5.185 -0.398
20 O -0.353 4.639 0.582
21 C -1.021 4.093 1.721
22 H -1.467 7.450 1.550
23 H -1.188 9.207 1.247
24 H -1.577 8.605 2.887
25 H 2.180 8.465 1.679
26 H 0.940 9.291 0.703
27 H 0.957 6.306 0.861
28 H 2.155 7.161 -0.248
29 H 0.340 7.883 -1.484
30 H 0.456 5.433 -1.752
31 H -0.972 6.324 -2.165
32 H -1.601 4.342 -0.951
33 H -1.998 5.818 -0.040
34 H -0.310 3.439 2.219
35 H -1.950 3.543 1.481
36 H -1.299 4.913 2.405
37 C 1.587 9.408 -2.992
38 O 1.624 8.043 -3.205
39 C 2.194 7.649 -4.468
40 C 1.944 6.182 -4.492
41 N 2.929 5.574 -3.616
42 C 2.724 4.114 -3.391
43 C 3.908 3.611 -2.617
44 O 3.976 4.111 -1.292
45 C 3.076 3.569 -0.452
46 H 2.579 9.838 -3.185
47 H 1.191 9.623 -2.012
48 H 0.936 9.885 -3.749
49 H 3.279 7.830 -4.434
50 H 1.694 8.192 -5.282
51 H 2.077 5.741 -5.487
52 H 0.891 6.001 -4.190
53 H 2.881 6.045 -2.710
54 H 2.603 3.636 -4.362
55 H 1.771 4.053 -2.832
56 H 4.821 3.914 -3.125
57 H 3.905 2.500 -2.592
58 H 2.047 3.917 -0.617
59 H 3.337 3.831 0.575
60 H 3.021 2.463 -0.507
61 C -6.474 -7.738 -2.714
62 O -5.682 -7.334 -1.656
63 C -5.683 -5.892 -1.495
64 C -4.663 -5.487 -0.439
65 N -5.280 -4.665 0.586
66 C -4.377 -4.299 1.661
67 C -3.466 -3.145 1.354
68 O -4.292 -2.093 0.933
69 C -3.591 -0.887 0.806
70 H -7.530 -7.665 -2.448
71 H -6.225 -8.784 -2.873
72 H -6.222 -7.160 -3.605
73 H -6.698 -5.562 -1.173
74 H -5.501 -5.389 -2.467
75 H -3.828 -4.953 -0.934
76 H -4.296 -6.406 0.030
77 H -5.650 -3.803 0.182
78 H -3.804 -5.193 1.949
79 H -4.937 -4.053 2.574
80 H -2.704 -3.360 0.577
81 H -2.925 -2.794 2.254
82 H -4.324 -0.095 0.658
83 H -2.931 -0.960 -0.073
84 H -3.033 -0.653 1.726
85 C 5.237 -5.208 -7.094
86 O 3.992 -5.698 -6.613
87 C 4.035 -6.124 -5.273
88 C 2.639 -6.367 -4.848
89 N 2.572 -6.958 -3.524
90 C 2.809 -6.018 -2.439
91 C 1.699 -5.006 -2.211
92 O 0.572 -5.686 -1.851
93 C -0.218 -5.001 -0.917
94 H 5.746 -4.596 -6.344
95 H 5.054 -4.603 -7.983
96 H 5.865 -6.050 -7.435
97 H 4.596 -5.463 -4.596
98 H 4.577 -7.091 -5.262
99 H 2.123 -7.016 -5.549
100 H 2.056 -5.423 -4.887
101 H 1.633 -7.335 -3.399
102 H 3.730 -5.468 -2.665
103 H 2.938 -6.554 -1.495
104 H 1.551 -4.354 -3.083
105 H 2.061 -4.331 -1.401
106 H -0.479 -3.997 -1.264
107 H 0.282 -5.026 0.067
108 H -1.150 -5.554 -0.771
109 C -1.757 -3.562 -3.755
110 O -2.328 -2.361 -4.054
111 C -1.742 -1.246 -3.382
112 C -2.229 -0.061 -4.104
113 N -1.522 1.151 -3.795
114 C -1.507 1.494 -2.419
115 C -2.863 1.690 -1.775
116 O -3.610 2.620 -2.512
117 C -4.850 2.806 -1.955
118 H -1.783 -4.185 -4.632
119 H -2.227 -3.999 -2.855
120 H -0.698 -3.450 -3.425
121 H -0.635 -1.282 -3.486
122 H -1.986 -1.288 -2.301
123 H -3.328 -0.027 -4.065
124 H -1.945 -0.256 -5.141
125 H -1.928 1.897 -4.344
126 H -0.862 2.350 -2.236
127 H -0.973 0.703 -1.867
128 H -2.683 2.079 -0.740
129 H -3.424 0.756 -1.607
130 H -5.458 1.884 -1.948
131 H -5.417 3.506 -2.569
132 H -4.764 3.188 -0.930
133 C 2.052 -4.686 3.935
134 O 2.411 -3.327 3.868
135 C 2.863 -2.784 5.120
136 C 3.285 -1.354 4.915
137 N 3.913 -1.130 3.579
138 C 3.832 0.315 3.158
139 C 4.225 0.395 1.648
140 O 3.471 -0.575 0.991
141 C 3.824 -0.712 -0.420
142 H 2.942 -5.301 4.129
143 H 1.664 -4.995 2.969
144 H 1.328 -4.867 4.728
145 H 3.713 -3.391 5.466
146 H 2.087 -2.820 5.888
147 H 4.001 -1.094 5.704
148 H 2.446 -0.675 5.081
149 H 4.925 -1.213 3.709
150 H 4.525 0.962 3.706
151 H 2.831 0.737 3.261
152 H 5.309 0.216 1.626
153 H 4.012 1.415 1.332
154 H 3.466 -1.672 -0.780
155 H 4.901 -0.626 -0.564
156 H 3.340 0.080 -0.993
157 C -1.259 3.371 7.796
158 O -0.666 2.825 6.683
159 C -0.683 1.419 6.685
160 C -0.556 0.962 5.216
161 N -0.315 -0.435 5.078
162 C -1.397 -1.250 5.468
163 C -1.168 -2.644 4.916
164 O -2.145 -3.445 5.390
165 C -2.014 -4.731 4.971
166 H -0.976 2.928 8.756
167 H -2.364 3.346 7.702
168 H -1.052 4.444 7.868
169 H -1.533 0.915 7.169
170 H 0.222 1.049 7.225
171 H 0.252 1.536 4.747
172 H -1.497 1.292 4.707
173 H -0.030 -0.678 4.127
174 H -2.356 -0.874 5.076
175 H -1.458 -1.446 6.547
176 H -0.136 -2.995 5.151
177 H -1.151 -2.636 3.799
178 H -1.053 -5.166 5.283
179 H -2.077 -4.829 3.874
180 H -2.848 -5.283 5.387

Entry 2:
Molecular formula: C13H30LiN2O7
Method: DFT, ωB97M-V/def2-TZVPD

Results
spin multiplicity: 1
molecular weight: 333.3 g/mol
calculated total energy: -31469.4145 eV
frontier orbital gap: 0.141 Ha
charge: -1
F_max: 0.2800 Eh/bohr
LUMO: 2.53 eV
ΔE to the lowest compared entry with this formula, charge and spin: 382.59 kcal per mole

Geometry (Å):
1 Li -0.386 -2.145 -0.024
2 C -0.789 -2.280 -1.678
3 O 0.090 -2.943 -1.128
4 O -1.281 -2.575 -2.762
5 O -1.466 -1.522 -0.972
6 C -2.968 -2.779 2.052
7 O -1.689 -2.904 1.484
8 C -0.640 -2.744 2.410
9 C 0.734 -3.026 1.683
10 N 0.949 -1.890 0.678
11 C 2.125 -2.253 -0.125
12 C 2.277 -1.113 -1.116
13 O 2.791 0.019 -0.509
14 C 3.456 0.919 -1.371
15 H -3.287 -1.758 2.258
16 H -3.080 -3.306 3.000
17 H -3.752 -3.263 1.469
18 H -0.648 -3.469 3.224
19 H -0.543 -1.743 2.830
20 H 0.662 -3.993 1.185
21 H 1.546 -3.123 2.404
22 H 1.215 -1.105 1.255
23 H 2.009 -3.141 -0.746
24 H 3.006 -2.433 0.491
25 H 1.316 -0.997 -1.616
26 H 2.952 -1.378 -1.930
27 H 4.231 0.375 -1.911
28 H 3.921 1.590 -0.649
29 H 2.737 1.408 -2.028
30 C -0.554 5.197 1.257
31 O -0.932 4.330 0.162
32 C -0.111 4.383 -0.980
33 C -0.729 3.461 -2.094
34 N -1.197 2.155 -1.714
35 C -0.080 1.330 -1.394
36 C -0.501 0.019 -0.671
37 O -1.027 0.273 0.619
38 C -1.598 -0.888 1.252
39 H -0.240 6.209 1.000
40 H 0.269 4.672 1.742
41 H -1.466 5.244 1.852
42 H 0.884 4.114 -0.625
43 H 0.009 5.359 -1.451
44 H -0.040 3.459 -2.939
45 H -1.590 3.972 -2.526
46 H -1.560 2.336 -0.789
47 H 0.597 1.801 -0.682
48 H 0.505 1.101 -2.284
49 H 0.348 -0.663 -0.636
50 H -1.221 -0.596 -1.210
51 H -2.089 -0.724 2.211
52 H -0.819 -1.629 1.436
53 H -2.347 -1.343 0.604

Entry 3:
Molecular formula: C42H46HfN5O4P2Te4
Method: DFT, ωB97M-V/def2-TZVPD

Results
spin multiplicity: 1
molecular weight: 1435.7 g/mol
calculated total energy: -108999.3889 eV
frontier orbital gap: 0.239 Ha
charge: +1
F_max: 0.0232 Eh/bohr
LUMO: -3.33 eV
ΔE to the lowest compared entry with this formula, charge and spin: 10.51 kcal per mole

Geometry (Å):
1 Hf 0.804 2.190 -0.095
2 C 2.965 1.613 3.426
3 C 1.607 2.189 3.324
4 N 0.888 2.405 2.220
5 C -0.300 2.977 2.653
6 C -0.307 3.090 4.000
7 N 0.905 2.587 4.399
8 C -1.286 3.495 5.047
9 O -2.429 4.020 4.641
10 O -1.002 3.315 6.200
11 C -1.363 3.239 1.675
12 O -2.351 3.899 1.905
13 O -1.082 2.657 0.524
14 H 3.347 1.422 2.429
15 H 2.939 0.673 3.980
16 H 3.632 2.304 3.942
17 H 1.177 2.529 5.371
18 H -2.473 4.079 3.657
19 C 0.602 -2.394 -0.455
20 N -0.733 -2.387 0.071
21 C -1.688 -1.674 -0.747
22 P -1.556 0.166 -0.509
23 C -2.914 0.804 -1.540
24 C -3.521 2.030 -1.264
25 C -4.501 2.532 -2.109
26 C -4.891 1.822 -3.235
27 C -4.292 0.603 -3.518
28 C -3.305 0.103 -2.682
29 C -2.197 0.177 1.209
30 C -3.546 0.262 1.540
31 C -3.949 0.192 2.868
32 C -3.016 0.013 3.880
33 C -1.670 -0.099 3.558
34 C -1.271 -0.005 2.233
35 C -1.209 -3.506 0.811
36 C -2.281 -3.331 1.685
37 C -2.754 -4.396 2.435
38 C -2.159 -5.647 2.340
39 C -1.099 -5.824 1.467
40 C -0.631 -4.768 0.697
41 P 1.728 -0.953 -0.045
42 C 3.029 -1.440 -1.241
43 C 3.790 -2.592 -1.041
44 C 4.679 -3.027 -2.011
45 C 4.816 -2.325 -3.200
46 C 4.059 -1.183 -3.416
47 C 3.176 -0.748 -2.441
48 C 2.420 -1.466 1.564
49 C 1.579 -2.051 2.513
50 C 2.070 -2.421 3.758
51 C 3.408 -2.221 4.066
52 C 4.253 -1.648 3.123
53 C 3.762 -1.263 1.886
54 H 0.603 -2.445 -1.553
55 H 1.152 -3.259 -0.089
56 H -2.703 -1.942 -0.455
57 H -1.559 -1.940 -1.805
58 H -3.236 2.600 -0.391
59 H -4.964 3.482 -1.877
60 H -5.661 2.214 -3.886
61 H -4.591 0.039 -4.391
62 H -2.851 -0.846 -2.931
63 H -4.294 0.376 0.766
64 H -5.000 0.275 3.111
65 H -3.336 -0.037 4.912
66 H -0.932 -0.262 4.334
67 H -0.213 -0.084 2.003
68 H -2.741 -2.356 1.789
69 H -3.585 -4.238 3.109
70 H -2.524 -6.473 2.934
71 H -0.637 -6.797 1.365
72 H 0.173 -4.949 -0.004
73 H 3.692 -3.156 -0.122
74 H 5.266 -3.919 -1.837
75 H 5.516 -2.663 -3.952
76 H 4.168 -0.624 -4.336
77 H 2.630 0.172 -2.606
78 H 0.538 -2.249 2.283
79 H 1.406 -2.883 4.477
80 H 3.795 -2.522 5.030
81 H 5.301 -1.504 3.350
82 H 4.434 -0.818 1.162
83 Te 3.635 1.876 -0.345
84 Te 4.432 4.379 0.390
85 Te 3.010 5.657 -1.483
86 Te 0.598 5.017 -0.408
87 C -1.065 2.472 -4.900
88 C 0.046 1.478 -4.587
89 C 1.405 2.014 -5.053
90 C -0.232 0.133 -5.247
91 N 0.024 1.200 -3.129
92 N 0.454 2.323 -2.342
93 H -1.132 2.626 -5.977
94 H -0.879 3.451 -4.453
95 H -2.026 2.101 -4.540
96 H 1.473 1.968 -6.139
97 H 2.226 1.416 -4.647
98 H 1.566 3.059 -4.776
99 H -0.346 0.259 -6.323
100 H -1.150 -0.304 -4.854
101 H 0.590 -0.567 -5.079
102 H 0.666 0.439 -2.931
103 H -0.289 3.023 -2.372
104 H 1.285 2.772 -2.744

Entry 4:
Molecular formula: C10H27ClIOP2Tl
Method: DFT, ωB97M-V/def2-TZVPD

Results
spin multiplicity: 1
molecular weight: 592.0 g/mol
calculated total energy: -56734.8019 eV
frontier orbital gap: 0.284 Ha
charge: +2
F_max: 0.1026 Eh/bohr
LUMO: -7.27 eV

Geometry (Å):
1 C 4.734 -2.191 -3.116
2 I 3.466 -1.225 -1.660
3 H 4.103 -2.860 -3.696
4 H 5.498 -2.734 -2.565
5 H 5.165 -1.408 -3.735
6 Tl 0.019 -0.075 -0.190
7 P 0.173 -1.959 1.152
8 C 1.450 -1.966 2.466
9 C -1.372 -2.345 2.057
10 H -1.281 -3.286 2.610
11 H 0.488 -4.374 0.883
12 H -2.183 -2.415 1.327
13 H -0.252 -3.599 -0.556
14 H 1.276 -1.127 3.145
15 H -1.596 -1.531 2.751
16 C 0.510 -3.500 0.222
17 H 1.426 -2.903 3.032
18 H 1.490 -3.426 -0.256
19 H 2.437 -1.841 2.013
20 P -0.357 1.672 -1.666
21 C 0.704 3.159 -1.514
22 C -0.179 1.200 -3.427
23 H -2.757 1.525 -1.727
24 H -2.214 3.116 -2.353
25 H -2.223 2.785 -0.595
26 C -2.056 2.351 -1.584
27 H -0.830 0.342 -3.614
28 H -0.452 2.030 -4.088
29 H 0.434 3.912 -2.262
30 H 1.750 2.873 -1.648
31 H 0.855 0.903 -3.618
32 H 0.591 3.584 -0.513
33 Cl -1.761 -1.203 -1.309
34 C -1.030 2.385 3.251
35 C -1.229 1.474 2.076
36 C -2.629 1.009 1.722
37 O -0.227 1.140 1.443
38 H -1.988 2.628 3.756
39 H -0.562 3.333 2.910
40 H -0.360 1.894 3.988
41 H -2.926 1.311 0.713
42 H -2.728 -0.081 1.746
43 H -3.380 1.424 2.425

Entry 5:
Molecular formula: C4H4N2O
Method: DFT, ωB97M-V/def2-TZVPD

Results
spin multiplicity: 1
molecular weight: 96.1 g/mol
calculated total energy: -9237.3362 eV
frontier orbital gap: 0.354 Ha
F_max: 0.1182 Eh/bohr
LUMO: 0.43 eV
ΔE to the lowest compared entry with this formula, charge and spin: 72.68 kcal per mole

Geometry (Å):
1 C -1.042 -0.327 0.080
2 C -0.165 0.967 -0.019
3 C 1.139 0.952 -0.130
4 C 1.030 -1.421 -0.136
5 H -2.662 0.501 0.016
6 H -0.797 2.004 0.227
7 H 1.724 1.828 0.049
8 H 1.597 -2.468 -0.052
9 N -2.286 -0.339 -0.139
10 N -0.222 -1.464 0.082
11 O 1.683 -0.233 0.022

Entry 6:
Molecular formula: C36H50AsBrCl2N6O2SiV
Method: DFT, ωB97M-V/def2-TZVPD

Results
spin multiplicity: 3
molecular weight: 903.6 g/mol
calculated total energy: -240665.2969 eV
frontier orbital gap (spin up / spin down): 0.247 / 0.241 Ha
charge: +1
F_max: 0.0990 Eh/bohr
LUMO (spin up / spin down): -3.36 / -3.60 eV
ΔE to the lowest compared entry with this formula, charge and spin: 103.92 kcal per mole

Geometry (Å):
1 V 7.778 10.911 16.634
2 Cl 13.306 14.947 16.027
3 C 11.951 13.966 16.564
4 C 11.223 13.191 15.682
5 C 10.171 12.434 16.191
6 N 9.184 11.712 15.502
7 C 9.633 10.945 14.416
8 O 10.287 11.283 13.467
9 C 9.191 9.496 14.341
10 C 9.639 8.690 13.408
11 C 9.314 7.319 13.513
12 C 8.634 6.912 14.640
13 C 8.289 7.817 15.595
14 N 8.498 9.077 15.443
15 C 10.231 12.085 17.490
16 C 10.916 12.742 18.459
17 C 11.769 13.699 17.987
18 Cl 12.661 14.782 19.120
19 N 9.411 11.041 17.813
20 C 9.859 9.942 18.595
21 O 10.985 9.785 19.055
22 C 8.589 9.198 18.869
23 C 8.470 8.378 20.017
24 C 7.303 7.638 20.133
25 C 6.153 8.152 19.425
26 C 6.255 9.109 18.415
27 N 7.461 9.521 18.055
28 H 11.270 13.487 14.596
29 H 9.995 9.207 12.464
30 H 9.608 6.617 12.762
31 H 8.385 5.843 14.798
32 H 7.683 7.493 16.383
33 H 10.834 12.560 19.522
34 H 9.445 8.259 20.490
35 H 7.356 6.875 20.838
36 H 5.313 7.457 19.511
37 H 5.486 9.595 17.773
38 C 7.604 13.147 7.897
39 C 8.727 12.190 7.454
40 C 8.609 11.900 5.927
41 C 9.988 13.000 7.786
42 Si 8.744 10.427 8.323
43 Br 8.442 11.083 10.483
44 C 10.321 9.411 8.427
45 C 10.104 8.134 9.236
46 C 11.423 10.261 9.170
47 C 10.923 9.121 7.060
48 C 7.181 9.411 7.856
49 C 6.745 8.419 8.989
50 C 7.489 8.496 6.667
51 C 6.019 10.238 7.472
52 H 7.577 13.910 7.144
53 H 7.906 13.536 8.910
54 H 6.706 12.640 8.140
55 H 8.746 12.772 5.353
56 H 7.604 11.572 5.579
57 H 9.332 11.209 5.647
58 H 9.962 13.947 7.212
59 H 10.921 12.592 7.400
60 H 9.987 13.208 8.895
61 H 9.578 8.358 10.159
62 H 11.103 7.750 9.385
63 H 9.426 7.536 8.655
64 H 11.529 11.272 8.789
65 H 12.345 9.711 8.991
66 H 11.190 10.387 10.213
67 H 10.335 8.704 6.241
68 H 11.776 8.496 7.303
69 H 11.455 9.968 6.473
70 H 6.867 8.804 9.994
71 H 7.316 7.495 8.874
72 H 5.609 8.308 8.856
73 H 8.254 7.800 6.924
74 H 7.959 9.070 5.798
75 H 6.564 8.055 6.253
76 H 5.580 10.912 8.204
77 H 5.295 9.496 7.247
78 H 6.129 10.812 6.486
79 N 6.941 11.693 13.757
80 C 5.991 11.676 12.766
81 C 4.853 11.117 13.297
82 C 5.234 10.785 14.603
83 N 6.454 11.092 14.829
84 H 7.836 12.175 13.816
85 H 6.264 12.005 11.800
86 H 3.928 11.006 12.850
87 H 4.618 10.246 15.317
88 C 8.018 15.018 17.758
89 As 7.016 13.361 17.891
90 C 5.204 13.911 17.575
91 C 7.126 13.237 19.812
92 H 7.725 15.617 18.622
93 H 7.696 15.466 16.827
94 H 9.082 14.832 17.795
95 H 5.171 14.144 16.458
96 H 5.030 14.826 18.146
97 H 4.443 13.219 17.783
98 H 6.319 13.685 20.313
99 H 8.075 13.579 20.146
100 H 7.079 12.181 20.008